Entry 1:
Here is C5H16N2OP as an isolated structure in a non-equilibrium geometry from the Open Molecules 2025 dataset. Energies are from wB97M-V/def2-TZVPD.

```
25
Properties=species:S:1:pos:R:3:nbo_charge:R:1
C -0.13 -2.36 -0.12 -0.6348
C -1.77 1.49 -0.68 -0.6221
C -0.65 0.28 1.94 -0.3102
C -0.67 -0.96 -0.50 -0.2678
C -0.24 1.33 -0.36 -0.2524
N 2.16 -0.32 -1.14 -1.2399
N 0.06 0.06 0.23 -0.5536
O 2.14 1.23 0.86 -0.9781
P 1.73 -0.31 0.43 1.4769
H -0.86 -3.09 -0.32 0.2460
H 0.84 -2.65 -0.63 0.2145
H 0.10 -2.33 0.94 0.2182
H -2.09 2.55 -0.97 0.2580
H -1.94 0.82 -1.50 0.2106
H -2.44 1.18 0.09 0.2022
H -0.63 -0.74 2.33 0.2281
H 0.00 0.93 2.50 0.2313
H -1.64 0.78 1.69 0.2429
H -1.81 -1.05 -0.49 0.2612
H -0.56 -0.72 -1.57 0.2346
H 0.12 2.14 0.33 0.2389
H 0.24 1.50 -1.25 0.2299
H 2.90 0.25 -1.60 0.4421
H 2.21 -1.21 -1.58 0.4099
H 2.92 1.20 1.38 0.5137
```

Summary:
Total energy ... -725.93377 Ha
Spin multiplicity ... 1
Charge ... +1

---

Entry 2:
Here is a 3-piece molecular cluster, C5H16N2S overall in a non-equilibrium geometry from the Open Molecules 2025 dataset. Energies are from wB97M-V/def2-TZVPD.

```
24
Properties=species:S:1:pos:R:3:nbo_charge:R:1
C -2.87 -0.68 0.15 -0.6271
C -2.18 -1.72 1.01 -0.0512
C -1.37 -2.66 0.11 -0.6201
N -1.36 -1.02 2.03 -0.8582
H -3.46 0.00 0.78 0.2133
H -2.13 0.05 -0.22 0.2033
H -3.44 -1.02 -0.72 0.2154
H -2.92 -2.31 1.57 0.1798
H -0.55 -2.09 -0.36 0.2037
H -1.98 -3.18 -0.64 0.2119
H -0.93 -3.39 0.79 0.1996
H -0.64 -1.69 2.30 0.3515
H -0.90 -0.17 1.65 0.3652
H -0.84 1.58 1.29 0.1077
C 2.81 1.53 -1.04 -0.2459
C 1.85 1.65 0.12 -0.5470
S 0.49 0.40 -0.04 -0.0148
N 2.33 2.02 -2.36 -0.8013
H 3.09 0.48 -1.15 0.1888
H 3.72 2.08 -0.88 0.2055
H 1.36 2.65 0.15 0.2168
H 2.42 1.51 1.03 0.2157
H 1.54 2.66 -2.17 0.3429
H 1.74 1.22 -2.66 0.3445
```

Summary:
Total energy ... -707.64562 Ha
Spin multiplicity ... 1

---

We obtain orbital gap values of 10.06 6.77 eV for the records listed above, in that order.
We obtain ΔE to the lowest compared entry with this formula, charge and spin values of 0.0 87.1 kcal per mole for the records listed above, in that order.